{"formula": "C21H43NO4PS", "method": "wB97M-V/def2-TZVPD", "multiplicity": 1, "e_tot_ha": -1920.84622, "homo_lumo_gap_ev": 7.9, "charge": 1, "e_homo_ev": -10.19, "fmax_ev_per_a": 5.7, "elements": ["C", "C", "C", "C", "C", "C", "C", "O", "C", "O", "C", "O", "O", "C", "P", "S", "H", "H", "H", "H", "H", "H", "H", "H", "H", "H", "H", "H", "H", "H", "H", "H", "H", "H", "H", "C", "C", "C", "C", "N", "C", "C", "C", "C", "C", "C", "C", "H", "H", "H", "H", "H", "H", "H", "H", "H", "H", "H", "H", "H", "H", "H", "H", "H", "H", "H", "H", "H", "H", "H", "H"], "positions_angstrom": [[0.6406, -0.4788, 1.9456], [1.1577, 0.9887, 2.3465], [0.0907, 2.0469, 1.7810], [1.5453, 1.1747, 3.8925], [0.5471, 0.4755, 4.9397], [-0.7841, 1.4317, 5.0071], [1.1978, 0.5400, 6.4134], [2.0546, -0.5860, 6.7456], [1.3468, -1.8225, 6.7413], [1.4175, -2.7021, 7.8893], [0.6999, -3.8637, 7.3886], [-0.3174, -4.4127, 7.8246], [1.4618, -4.1872, 6.1908], [1.8645, -2.8928, 5.6238], [3.6713, -2.7012, 5.0478], [3.6769, -2.7802, 3.0745], [-0.5172, -0.5182, 2.0110], [1.0567, -1.2448, 2.6829], [0.9117, -0.7661, 0.8494], [2.1329, 1.1642, 1.7449], [-0.9411, 1.9258, 2.2537], [-0.0082, 1.8763, 0.6384], [0.4291, 3.1392, 1.9075], [1.4902, 2.3134, 4.1082], [2.6425, 0.8895, 4.1347], [0.1622, -0.5533, 4.6328], [-0.6088, 2.4575, 4.5401], [-1.5951, 0.9071, 4.3812], [-1.2082, 1.5051, 6.0756], [0.4289, 0.7185, 7.2512], [1.8783, 1.4775, 6.4189], [0.2315, -1.7542, 6.4921], [1.2543, -2.6359, 4.6794], [4.5645, -3.6625, 5.6240], [4.1014, -1.3535, 5.3669], [0.3681, -1.3596, -1.8871], [0.8028, 0.0513, -2.2594], [-0.3418, 0.9969, -2.6378], [-1.4313, 0.5080, -3.5925], [-1.1534, 0.4614, -5.0968], [-1.1426, 1.8451, -5.7462], [0.2885, 2.3322, -5.6600], [1.1513, 1.0819, -5.6792], [0.2213, -0.1059, -5.4651], [-2.2151, -0.4373, -5.7712], [-3.6457, 0.1039, -5.7956], [-4.4491, -0.0395, -4.5068], [-0.0994, -1.8777, -2.7287], [1.2370, -1.9492, -1.5850], [-0.3386, -1.3454, -1.0527], [1.5527, 0.0034, -3.0517], [1.3248, 0.4852, -1.3994], [0.0695, 1.9558, -2.9587], [-0.8610, 1.2260, -1.6970], [-2.2707, 1.1946, -3.4799], [-1.7760, -0.4849, -3.2963], [-1.4277, 1.7182, -6.7942], [-1.8597, 2.4958, -5.2440], [0.4540, 2.9045, -4.7459], [0.5311, 3.0051, -6.4855], [1.9315, 1.1353, -4.9171], [1.6669, 0.9810, -6.6379], [0.5393, -0.8264, -4.7151], [0.1255, -0.6450, -6.4108], [-2.1588, -1.4175, -5.2894], [-1.8943, -0.5584, -6.8102], [-4.1763, -0.4793, -6.5568], [-3.6808, 1.1406, -6.1415], [-4.2434, -0.9884, -4.0050], [-5.5179, -0.0058, -4.7329], [-4.2575, 0.7783, -3.8117]], "forces_ev_per_angstrom": [[-0.46, 0.07, 0.17], [0.42, -0.07, -0.98], [0.32, 0.16, -0.35], [-0.08, 0.25, 0.24], [-0.77, 1.98, 0.62], [-0.49, -1.08, -0.31], [-0.20, 1.22, -0.33], [-1.41, -1.70, 0.23], [-0.20, -1.45, -1.88], [-1.93, -0.31, 0.14], [-0.56, -0.40, 0.15], [4.89, 2.31, -1.80], [-1.55, 1.51, 0.96], [-0.91, 1.12, 0.35], [-0.23, 0.45, -1.58], [0.03, -0.16, 0.47], [1.80, 0.06, -0.01], [-0.41, 0.84, -1.35], [-0.27, 0.52, 2.06], [-1.50, -0.21, 1.03], [1.41, 0.11, -0.64], [0.07, 0.20, 1.79], [-0.45, -1.64, -0.04], [0.15, -1.81, -0.25], [-1.78, 0.09, -0.73], [0.94, 1.26, 0.48], [-0.19, -1.37, 0.92], [1.06, 0.94, 0.89], [0.74, 0.06, -1.67], [0.96, -0.59, -1.34], [-0.93, -1.68, 0.11], [1.36, 0.80, 0.49], [1.14, -0.89, 1.16], [-0.66, 0.59, 0.33], [-0.32, -1.19, 0.66], [0.04, 0.01, 0.01], [0.21, -0.12, -0.06], [0.29, 0.07, 0.21], [0.00, 0.32, 0.08], [-0.16, -0.49, -0.60], [-0.06, -0.15, 0.13], [0.07, 0.64, 0.19], [0.75, -0.15, 0.07], [-0.12, -0.10, -0.13], [-0.05, 0.49, -0.17], [-0.16, -0.23, 0.23], [-0.19, 0.18, 0.13], [-0.02, -0.07, 0.05], [-0.14, 0.02, 0.01], [0.01, -0.06, -0.09], [0.01, 0.01, 0.01], [-0.09, 0.07, -0.12], [-0.08, -0.02, -0.05], [-0.18, -0.06, -0.25], [0.01, -0.17, -0.17], [0.11, 0.06, -0.17], [-0.11, -0.12, 0.19], [0.00, -0.18, -0.09], [-0.06, -0.05, -0.09], [-0.16, -0.10, 0.06], [-0.11, -0.04, -0.05], [-0.09, -0.08, 0.14], [-0.11, 0.14, 0.08], [-0.29, 0.05, 0.22], [0.02, 0.17, 0.05], [0.17, 0.10, 0.23], [0.30, 0.04, -0.05], [0.12, -0.10, -0.07], [-0.04, 0.06, -0.02], [0.13, -0.04, 0.04], [-0.03, -0.12, 0.08]], "lowdin_charge": [-0.097, -0.377, -0.109, -0.154, -0.291, -0.074, -0.150, -0.100, -0.309, 0.042, -0.348, 0.169, -0.013, -0.355, 0.434, 0.060, 0.090, 0.029, 0.069, 0.136, 0.068, 0.063, 0.088, 0.121, 0.125, 0.114, 0.075, 0.080, 0.083, 0.137, 0.150, 0.175, 0.108, -0.005, -0.005, -0.104, -0.254, -0.158, -0.094, -0.180, -0.084, -0.147, -0.136, -0.076, -0.113, -0.218, -0.096, 0.062, 0.088, 0.076, 0.086, 0.107, 0.106, 0.121, 0.116, 0.126, 0.142, 0.140, 0.107, 0.129, 0.114, 0.125, 0.119, 0.131, 0.141, 0.128, 0.124, 0.110, 0.084, 0.085, 0.064]}